(1)
ORCA calculation (ωB97M-V with the def2-TZVPD basis set) on a cluster of 7 separate species, C56H95BrNO19 in total.

The geometry in XYZ format:
```
172
Properties=species:S:1:pos:R:3:forces:R:3:mulliken_charge:R:1
C 8.641932 3.497732 -2.719434 -5.8 -0.2 8.0 -0.495
C 7.837395 3.591936 -1.546056 5.0 -1.6 -7.8 -0.108
C 6.876965 3.333344 -0.209091 1.4 0.5 -0.6 -0.454
C 7.015426 1.739116 0.257208 0.0 0.4 0.9 0.102
C 5.522763 1.031890 0.454063 0.4 1.3 1.2 -1.143
N 5.229076 -0.042875 -0.571251 -0.8 -0.1 0.9 1.241
C 5.318392 -1.408580 0.053737 0.8 -1.3 1.8 -0.488
C 6.813325 -1.675299 0.760783 -0.2 -1.2 -0.1 -0.327
C 8.041878 -1.727014 -0.331152 -0.6 -0.9 0.0 0.077
C 9.544821 -1.656619 0.324163 -1.0 -0.2 -2.0 -0.619
O 9.602362 -0.425146 1.147335 1.2 -3.7 3.8 -0.169
C 9.834009 -0.822292 2.551565 -1.9 6.6 3.4 0.216
O 9.539066 0.090556 3.503794 2.0 -6.1 -6.1 -0.524
C 3.972732 0.206332 -1.357743 -1.6 0.9 -1.2 -0.143
C 3.619911 -0.943407 -2.498191 -0.8 -0.6 0.3 -0.963
C 2.632037 -2.153240 -1.901967 0.9 -0.8 -1.5 0.024
O 1.204788 -1.927251 -2.224330 0.7 -1.8 2.3 -0.376
C 0.353101 -2.829825 -1.394132 -0.4 0.8 1.3 -0.169
C -1.097001 -2.045487 -1.123000 1.9 0.4 0.1 -0.095
O -2.143893 -2.964123 -1.596038 -3.0 2.9 0.3 -0.275
C -3.468922 -2.325671 -1.628246 -4.0 0.8 0.2 0.368
C -3.789741 -0.758684 -1.997611 -2.2 -1.7 0.4 -0.464
C -5.313973 -0.119475 -2.061156 1.1 -4.5 1.1 -0.330
C -6.629703 -1.067341 -1.724735 3.5 -0.9 0.3 0.096
C -8.151374 -0.385777 -1.855756 0.1 -0.4 -1.7 1.705
C -9.284075 -1.551616 -1.688246 0.8 -1.2 -0.1 -1.352
C -8.239330 0.100388 -3.455236 1.0 0.2 0.8 -1.325
C -8.354635 0.961497 -0.967803 0.7 0.3 0.7 -1.052
C -9.231167 0.823456 0.400277 0.1 1.2 1.3 1.520
C -8.977922 2.249234 1.241392 -1.2 -0.3 -1.2 -1.363
C -10.884478 0.800761 0.147328 0.6 0.0 -1.2 -1.269
C -8.728386 -0.364401 1.435194 -1.9 0.4 -0.2 -0.940
C -6.342918 -2.630863 -1.324147 3.4 1.9 -0.9 -0.159
C -4.797975 -3.268940 -1.260428 0.0 3.8 -1.2 -0.707
C 4.071522 1.626916 -2.237934 0.0 -0.8 -0.1 -0.476
C 5.200784 1.588018 -3.421586 -2.1 6.3 -4.7 0.203
O 5.071962 2.522873 -4.403777 1.2 -6.3 6.2 -0.569
Br 6.754372 0.345682 -3.579728 -1.2 0.9 0.2 -0.145
C 2.599770 0.365824 -0.446978 -6.9 0.9 2.9 0.197
O 2.498313 0.017993 0.854545 2.1 1.1 -5.9 -0.678
O 1.322368 0.875017 -1.049235 7.2 -2.1 1.7 -0.799
H 9.215128 3.170263 -3.710707 -1.6 1.2 2.9 0.296
H 7.266661 4.059549 0.653959 -0.8 -1.7 -2.0 0.359
H 5.771880 3.654285 -0.424807 2.2 -0.7 0.1 0.304
H 7.547538 1.778371 1.321713 -1.1 -0.2 -2.3 0.175
H 7.724183 1.127980 -0.445678 -1.6 1.4 1.2 0.063
H 4.733266 1.926789 0.452029 1.5 -2.2 -0.2 0.555
H 5.505909 0.637525 1.580723 -0.2 0.5 -2.6 0.373
H 4.546470 -1.591373 0.945948 1.4 0.7 -2.0 0.175
H 5.179133 -2.316548 -0.672003 0.2 2.1 0.9 -0.155
H 7.007874 -0.982120 1.684801 -0.3 -1.1 -2.0 0.202
H 6.728517 -2.782103 1.201655 0.1 2.3 -0.8 0.349
H 7.956838 -2.788340 -0.867259 0.2 2.2 1.0 0.314
H 7.829348 -0.929441 -1.160622 0.8 -1.3 1.7 -0.252
H 9.792475 -2.637494 0.917857 -0.5 2.0 -0.9 0.345
H 10.305941 -1.554686 -0.565654 -1.3 -0.1 1.9 0.244
H 10.304531 -1.845447 2.883957 -1.0 1.8 -1.3 0.275
H 4.561772 -1.497363 -2.921377 -1.6 1.3 1.0 0.279
H 3.083288 -0.405008 -3.414739 1.0 -1.3 2.1 0.337
H 2.844390 -2.397000 -0.777622 -0.7 0.8 -2.0 0.236
H 2.944043 -3.131147 -2.510980 -0.5 1.8 1.3 -0.084
H 0.218447 -3.883582 -1.890252 0.0 2.0 0.7 0.175
H 0.803133 -2.994344 -0.300913 -0.6 0.4 -2.5 0.139
H -1.244614 -1.773119 0.029438 0.3 -0.8 -2.5 0.218
H -1.018598 -1.034971 -1.707696 -0.3 -2.0 0.9 0.134
H -2.881734 -0.057155 -2.275356 -2.2 -1.6 0.7 0.172
H -5.392886 1.010169 -2.370247 0.1 -2.5 0.7 0.210
H -10.393483 -1.203875 -1.819966 2.3 -0.4 0.4 0.195
H -9.076671 -2.356364 -2.544519 -0.4 1.8 1.7 0.375
H -9.131275 -2.158066 -0.670872 -0.6 1.6 -2.2 0.176
H -7.832210 -0.791533 -4.097425 -1.0 1.8 1.0 0.337
H -9.314711 0.464508 -3.742800 2.0 -0.9 0.5 0.346
H -7.495256 1.017276 -3.573563 -1.6 -1.9 0.1 0.316
H -8.783231 1.862919 -1.621288 0.7 -2.1 1.3 0.302
H -7.265932 1.325008 -0.638279 -2.3 -0.8 -0.7 0.189
H -9.809557 2.304627 2.078513 2.0 -0.1 -1.4 0.385
H -7.888869 2.329501 1.664056 -2.2 -0.1 -0.8 0.310
H -9.247249 3.108828 0.462774 0.9 -1.5 1.8 0.329
H -11.282969 -0.298048 -0.046827 0.8 2.4 0.6 0.231
H -11.085255 1.421408 -0.852141 0.3 -1.3 2.1 0.267
H -11.483199 1.339712 0.996982 1.2 -1.3 -1.5 0.331
H -9.503024 -1.259832 1.283445 2.1 1.6 0.4 0.125
H -7.612513 -0.686041 1.290524 -2.3 0.6 0.4 0.135
H -8.959135 0.049607 2.530368 0.9 -1.1 -2.4 0.286
H -7.209637 -3.380105 -1.082450 1.8 1.8 -0.5 0.162
H -4.582846 -4.401142 -1.000199 -0.7 2.6 -0.6 0.244
H 3.026620 1.813568 -2.784726 2.3 -0.6 1.3 0.461
H 4.252410 2.569176 -1.570388 0.0 -1.8 -1.3 0.265
O -7.993866 -2.127976 3.672592 1.9 0.1 0.9 -0.575
C -6.923940 -2.163344 4.276285 -1.1 -0.2 -0.8 0.858
O -5.893647 -1.379633 3.894990 -0.8 0.3 -0.2 -0.372
C -4.676103 -1.208014 4.644159 0.4 -0.2 0.1 -0.397
C -3.683975 -2.308871 4.324509 0.2 -0.2 -0.3 -0.818
C -6.713102 -3.146933 5.391823 -0.2 0.1 0.7 -0.887
H -4.881209 -1.121985 5.714742 0.0 -0.1 -0.1 0.328
H -4.254582 -0.245622 4.332668 -0.3 -0.2 -0.1 0.357
H -4.069566 -3.292425 4.605438 0.0 0.1 0.1 0.221
H -2.740511 -2.143739 4.852967 -0.4 0.0 -0.3 0.229
H -3.484598 -2.343597 3.248429 -0.1 0.1 0.1 0.375
H -6.429818 -4.114850 4.969866 0.0 0.1 0.0 0.252
H -7.652292 -3.254267 5.943650 0.1 0.0 -0.3 0.099
H -5.967578 -2.831791 6.120976 0.1 -0.1 -0.2 0.320
O 3.338359 -4.819304 0.680888 1.0 -1.3 -1.8 -0.527
C 3.854811 -5.626306 -0.088829 -1.0 1.1 1.3 0.897
O 4.031199 -5.318055 -1.390735 0.2 0.4 0.1 -0.240
C 4.791041 -6.109989 -2.322722 -0.2 -0.1 -0.1 -0.433
C 3.938471 -7.214417 -2.915802 -0.2 -0.1 0.1 -1.061
C 4.214468 -7.005498 0.385303 0.6 -0.2 0.3 -1.302
H 5.709328 -6.485772 -1.863208 -0.1 0.0 0.1 0.392
H 5.102889 -5.430156 -3.123648 -0.2 0.1 0.3 0.342
H 3.590891 -7.910927 -2.148312 0.1 0.0 -0.1 0.275
H 4.502994 -7.778349 -3.664105 0.0 0.1 0.1 0.389
H 3.044800 -6.795240 -3.389666 0.2 0.0 0.0 0.310
H 3.326248 -7.641832 0.349194 0.1 0.1 0.0 0.291
H 4.568266 -6.937229 1.418879 -0.3 0.0 -0.1 0.323
H 5.021446 -7.468795 -0.181202 -0.2 -0.1 -0.1 0.380
O 6.748743 5.167924 -11.151040 -0.5 -0.9 1.8 -0.625
C 6.412835 4.910411 -9.997224 0.1 0.5 -1.3 0.698
O 6.313016 3.630946 -9.579977 0.5 0.0 -0.6 -0.381
C 6.115409 3.230459 -8.211152 -0.3 0.0 0.3 -0.315
C 4.642940 3.243076 -7.850519 -0.2 0.1 0.0 -0.708
C 6.017320 6.013041 -9.056958 0.4 0.3 0.3 -0.760
H 6.721825 3.836097 -7.532125 -0.1 0.1 -0.1 0.336
H 6.494044 2.205192 -8.131346 0.0 0.2 -0.3 0.296
H 4.217328 4.246760 -7.930842 0.1 0.0 0.1 0.224
H 4.492821 2.884899 -6.827859 0.1 0.0 -0.1 0.155
H 4.075846 2.604039 -8.535312 0.2 0.0 0.1 0.310
H 4.970804 6.276893 -9.231157 0.1 -0.1 0.0 0.285
H 6.647994 6.884866 -9.257665 -0.3 -0.2 -0.1 0.237
H 6.164287 5.768354 -8.005618 -0.2 0.0 -0.1 0.282
O -8.440916 -1.922380 8.561679 -2.1 -1.1 -0.1 -0.551
C -9.538211 -2.450341 8.727928 1.5 1.0 -0.1 0.826
O -10.253578 -2.894975 7.673584 0.5 -0.1 -0.2 -0.346
C -11.449211 -3.690894 7.774060 -0.2 0.1 0.0 -0.429
C -12.669950 -2.812430 7.965053 -0.1 0.2 0.1 -0.965
C -10.144647 -2.526587 10.100060 0.1 -0.5 0.5 -1.050
H -11.351013 -4.452652 8.552326 0.0 0.2 0.0 0.352
H -11.542153 -4.230262 6.824666 0.3 0.2 0.1 0.349
H -12.613755 -2.241850 8.895783 0.0 -0.1 0.0 0.267
H -13.581406 -3.417010 7.984856 0.1 0.0 0.0 0.352
H -12.747514 -2.083188 7.151975 0.0 -0.2 0.0 0.308
H -10.641120 -1.579533 10.327575 0.1 -0.1 0.0 0.266
H -9.343468 -2.698054 10.825887 -0.1 0.3 -0.2 0.295
H -10.847847 -3.349195 10.225009 -0.1 0.2 -0.1 0.329
O 7.910778 7.520135 -7.157725 -1.1 2.0 0.9 -0.543
C 7.531515 8.572947 -6.649605 0.8 -1.4 -0.8 0.891
O 6.260330 8.995657 -6.812387 -0.2 -0.5 0.0 -0.369
C 5.670968 10.104551 -6.108026 0.0 0.2 -0.1 -0.412
C 5.974881 11.414153 -6.808713 0.2 0.1 -0.2 -0.960
C 8.500940 9.454916 -5.915664 0.2 0.0 0.7 -1.178
H 5.971874 10.108153 -5.056808 0.1 0.0 -0.1 0.361
H 4.588074 9.936789 -6.118192 0.3 -0.2 -0.1 0.321
H 7.048806 11.616445 -6.835966 -0.1 0.0 0.1 0.268
H 5.479063 12.247270 -6.302016 0.0 -0.1 0.0 0.362
H 5.633678 11.379857 -7.848573 -0.1 0.0 0.2 0.299
H 9.040140 10.075431 -6.636347 -0.1 -0.1 0.1 0.267
H 9.214079 8.819422 -5.381163 -0.1 0.1 -0.3 0.323
H 8.035193 10.088364 -5.161601 0.0 0.1 -0.2 0.349
O -2.525326 -1.969591 6.921451 1.9 1.1 1.2 -0.564
C -1.464630 -1.616082 7.431738 -1.2 -0.6 -0.7 0.833
O -0.935973 -0.406858 7.149975 -0.7 0.0 0.0 -0.384
C 0.190294 0.172672 7.834654 0.3 0.0 -0.1 -0.397
C 1.495884 -0.306162 7.230889 0.1 -0.2 -0.2 -0.956
C -0.690177 -2.560498 8.306167 -0.1 -0.1 0.7 -1.060
H 0.131768 -0.007381 8.911582 0.0 -0.1 -0.1 0.363
H 0.110174 1.257090 7.698548 -0.3 -0.3 -0.1 0.304
H 1.612473 -1.388513 7.330406 0.0 0.1 0.1 0.261
H 2.347110 0.179247 7.717155 -0.1 0.0 -0.1 0.356
H 1.526648 -0.082589 6.159453 0.0 0.1 0.2 0.314
H -0.089110 -3.222691 7.677376 -0.1 0.1 0.1 0.249
H -1.399608 -3.158918 8.886437 0.1 0.0 -0.4 0.321
H -0.049207 -2.061964 9.032396 0.1 0.0 -0.2 0.341
```
Positions in Å, forces in eV/Å.

Calculated values
Spin multiplicity = 1
Strongest force on any atom = 9.9 eV/A
M = 1166.3 g/mol
Total charge = -1
Highest occupied orbital energy = -0.16708 Eh
Orbital gap = 6.246 eV



(2)
ORCA calculation (ωB97M-V with the def2-TZVPD basis set) on a structure of composition C10H12BBa2Br6O8.

The geometry in XYZ format:
```
39
Properties=species:S:1:pos:R:3:forces:R:3:mulliken_charge:R:1
Ba -4.335093 -3.395467 1.156862 0.0 0.8 -0.2 1.842
Ba 4.950987 -6.206987 1.572802 0.1 0.6 0.0 1.874
O 3.760737 -3.568357 2.662512 -2.0 -1.3 -2.0 -0.625
C 2.825947 -3.431227 1.865782 0.3 4.2 3.1 0.338
O 1.748737 -2.578687 2.071412 2.8 -2.2 -0.2 -0.342
B 1.064837 -2.449237 0.822842 -1.3 1.3 -0.5 0.956
O 1.736987 -3.417827 -0.146868 -0.3 1.2 0.2 -0.270
C 2.805547 -3.815737 0.421562 -0.9 -1.5 -0.1 1.011
O 3.614797 -4.595227 -0.029618 1.2 -0.9 -0.2 -0.780
O 0.986727 -1.058577 0.293902 1.7 -0.1 -0.8 -0.513
C -0.213083 -0.682457 -0.018438 -1.9 5.2 -0.9 0.603
O -0.595433 0.419963 -0.536358 1.8 -4.8 1.8 -0.546
C -1.143293 -1.728547 0.567102 -0.7 -1.2 -1.0 0.706
O -0.350523 -2.724577 0.990782 -2.8 -0.2 -0.1 -0.658
O -2.383353 -1.724487 0.477732 2.1 -0.8 1.0 -0.697
Br -5.057353 0.981593 -0.031298 0.1 0.1 -0.6 -0.117
C -4.316533 0.759653 -1.876318 -0.2 -1.4 2.0 -0.309
C -5.054233 -0.393447 -2.579198 0.6 1.1 -0.3 -0.491
Br -5.008293 -2.260477 -1.708848 0.0 1.0 -0.6 -0.255
H -3.286383 0.522093 -1.610868 0.0 -0.1 -0.5 -0.008
H -4.352163 1.738923 -2.353668 -0.5 -0.3 -0.3 0.435
H -4.550463 -0.543467 -3.534088 -0.2 -0.5 0.0 0.394
H -6.115513 -0.198407 -2.733248 0.1 -0.3 0.2 0.437
Br 2.648057 2.613943 -1.148848 -0.9 0.5 -0.5 0.015
C 0.831327 3.180223 -1.838848 1.5 1.5 0.4 -0.624
C 1.098277 4.437803 -2.706238 -0.6 -1.1 0.4 -0.606
Br 1.891177 5.927993 -1.660348 0.0 -1.1 -0.2 0.401
H 0.333017 3.437533 -0.904188 -0.3 -0.2 -0.4 0.408
H 0.345067 2.392163 -2.413838 0.3 0.0 0.2 0.465
H 0.130867 4.812663 -3.040438 0.0 0.4 -0.1 0.480
H 1.756027 4.233403 -3.551038 0.0 0.3 0.2 0.438
Br -0.204363 0.342183 3.330802 0.1 0.2 -0.3 -0.134
C 1.102497 1.570153 2.517662 0.9 -0.7 0.0 -0.036
C 2.494397 0.947913 2.554292 0.2 -0.1 1.4 -0.267
Br 3.245317 0.930933 4.441542 -0.5 -0.2 -1.4 -0.110
H 1.019947 2.498123 3.083492 0.0 -0.1 -0.4 0.511
H 0.895427 1.615953 1.448492 -0.6 0.4 0.1 -0.232
H 3.251217 1.478583 1.976632 -0.3 0.3 0.1 0.389
H 2.428167 -0.068577 2.166402 0.2 0.0 0.4 -0.083
```
Positions in Å, forces in eV/Å.

Calculated values
Spin multiplicity = 2
Strongest force on any atom = 5.6 eV/A
M = 1025.1 g/mol
Total charge = +4
Highest occupied orbital energy (spin up / spin down) = -0.63267 / -0.63266 Eh
Orbital gap (spin up / spin down) = 6.477 / 3.102 eV